1.
The following is a DFT calculation (ωB97M-V/def2-TZVPD) of 2 unconnected molecules or ions with the total composition CH2OS in a non-equilibrium geometry.

Its electronic energy is -512.4815 a.u. The LUMO energy (spin up / spin down) comes out at -0.716 / -0.212 eV. Its net charge is 0. The energy above the lowest of the compared OMol25 structures with the same formula, charge and spin is 611.7 kJ/mol. As for the orbital gap (spin up / spin down): 0.3179 / 0.3253 Ha.

The geometry in XYZ format:
```
5
Properties=species:S:1:pos:R:3:forces:R:3
C -0.0443 -0.1856 -0.1827 -0.55 0.19 -0.28
O -0.0723 -0.6621 1.0444 0.47 -0.11 1.30
S -1.5262 -1.0183 0.1589 -0.88 0.04 -0.13
H 1.0155 2.4882 -0.1458 -0.09 -0.16 -0.01
H 0.6273 -0.6222 -0.8748 1.05 0.04 -0.88
```
Forces are in eV/Å.

2.
The following is a DFT calculation (ωB97M-V/def2-TZVPD) of a gas-phase ion, C3H8NO (charge -1) in a non-equilibrium geometry.

Its electronic energy is -248.9946 a.u. The LUMO energy comes out at 4.605 eV. Its net charge is -1. The energy above the lowest of the compared OMol25 structures with the same formula, charge and spin is 241.7 kJ/mol. As for the SMILES: CNCC[O-]. As for the orbital gap: 0.2518 Ha.

The geometry in XYZ format:
```
13
Properties=species:S:1:pos:R:3:forces:R:3
C -1.0195 0.9911 0.3744 -1.13 -2.77 0.79
N 0.0492 0.4339 1.2895 2.01 -0.99 -1.94
C 0.8261 -0.7523 0.3978 -1.34 3.88 0.01
C 0.3448 -0.7521 -1.1158 0.65 1.95 0.45
O 0.7941 0.3286 -1.8979 0.42 -1.95 0.77
H -0.8113 1.2082 -0.6689 0.79 0.04 -0.02
H -1.5545 1.7970 0.7593 -0.41 1.82 1.29
H -1.9023 0.1752 0.3523 1.97 1.46 0.13
H 0.9763 0.9805 1.4494 -3.07 0.01 -0.72
H 0.6863 -1.6760 0.8649 -0.51 -1.58 0.88
H 1.8202 -0.3623 0.6231 0.46 -0.78 -0.96
H -0.7404 -0.5277 -1.0762 0.16 -1.70 0.18
H 0.5310 -1.8441 -1.3517 0.00 0.60 -0.85
```
Forces are in eV/Å.

3.
The following is a DFT calculation (ωB97M-V/def2-TZVPD) of a molecular structure, C31H89AsCl8F6O32P5 in a non-equilibrium geometry.

Its electronic energy is -11865.8905 a.u. The LUMO energy comes out at 1.829 eV. Its net charge is -1. The energy above the lowest of the compared OMol25 structures with the same formula, charge and spin is 0.0 kJ/mol. As for the orbital gap: 0.3285 Ha.

The geometry in XYZ format:
```
172
Properties=species:S:1:pos:R:3:forces:R:3
As 0.3710 0.4255 -0.3375 -0.25 0.44 -0.27
F 1.3611 1.4750 -1.4136 -1.12 -0.62 1.33
F 0.0650 -0.5388 -1.8557 0.65 0.79 1.69
F -0.6632 -0.7325 0.5166 1.00 0.76 -0.44
F 0.6305 1.3803 1.1465 -0.23 -0.62 -1.42
F -1.1406 1.4273 -0.6553 1.85 -1.05 0.13
F 1.8933 -0.4619 0.0978 -1.76 0.53 -0.71
C 3.5795 3.4485 4.1681 1.00 0.82 -0.30
O 2.8546 3.8981 2.9646 0.86 0.28 1.13
P 3.5303 5.0359 2.0390 0.52 -0.28 -0.48
O 4.5583 4.5801 1.0823 -0.43 0.60 1.44
O 2.2631 5.6313 1.2867 0.18 0.41 0.70
C 1.4941 4.7066 0.5874 -2.46 -1.69 -1.45
O 3.9153 6.2209 3.0810 -0.51 -1.80 -0.99
C 4.6833 7.3549 2.7417 -0.10 0.92 0.18
H 4.3011 2.6523 3.9855 -0.46 -0.29 -0.57
H 2.9642 3.1718 5.0243 -0.66 0.04 -0.67
H 4.2115 4.2706 4.5039 -0.16 0.19 0.12
H 0.4580 4.6205 0.9148 -0.09 0.58 1.02
H 1.7691 3.6524 0.6217 0.89 0.17 0.14
H 1.2925 4.9317 -0.4599 0.97 0.48 -0.05
H 4.0628 8.0987 2.2418 -0.30 0.09 0.21
H 5.5329 7.2478 2.0672 0.11 -0.87 0.24
H 4.9822 7.7123 3.7271 0.33 0.40 -0.33
C 3.9157 -1.4326 8.1082 0.78 0.14 1.08
O 3.9782 -0.6889 6.9081 -0.63 -0.15 -1.39
P 4.4300 -1.4699 5.5741 -0.02 0.94 -0.12
O 5.8404 -1.8310 5.5871 -0.01 -0.67 0.01
O 3.4219 -2.6887 5.4403 1.08 -1.70 -0.12
C 2.0106 -2.5987 5.3882 -0.22 2.16 0.33
O 4.0506 -0.4323 4.4091 -0.17 -0.65 1.25
C 3.9747 -0.9447 3.0784 -0.55 0.48 -1.10
H 4.0227 -0.6859 8.8950 -0.15 -0.14 0.10
H 4.7608 -2.1140 8.2061 0.12 -0.04 -0.17
H 3.0115 -2.0124 8.2938 -0.29 0.21 -0.53
H 1.5368 -2.9752 4.4816 0.59 -0.12 -0.14
H 1.9258 -1.5134 5.4436 -1.47 0.08 -0.21
H 1.4967 -3.0140 6.2550 0.47 -0.29 0.11
H 4.4472 -0.2244 2.4105 0.35 -0.12 0.17
H 2.9364 -0.9448 2.7467 -0.23 -0.10 0.25
H 4.3768 -1.9438 2.9104 0.31 0.06 0.41
C -6.9332 -0.0914 3.9931 -0.26 0.77 0.50
O -6.3725 0.3585 2.7157 -0.16 -1.66 -0.44
P -6.7646 -0.3239 1.2920 -2.57 -0.15 -1.34
O -8.0415 0.2173 0.6359 3.53 -1.31 1.82
O -5.4141 -0.2774 0.3698 0.05 1.11 0.45
C -4.3908 0.8175 0.5285 -0.68 0.20 2.36
O -6.9667 -1.9473 1.6171 0.41 2.11 -0.37
C -5.8414 -2.6434 2.1294 1.26 0.25 0.07
H -7.8354 -0.7028 4.0139 -0.47 0.50 -1.16
H -7.0741 0.8598 4.5064 -0.29 -0.37 0.10
H -6.3321 -0.7135 4.6563 1.27 0.23 -0.66
H -3.6069 0.4470 1.1890 -0.13 -0.32 -0.05
H -4.8775 1.6238 1.0773 -0.08 -0.04 0.14
H -3.8557 1.3670 -0.2461 -0.78 -1.20 -1.36
H -6.0571 -3.1530 3.0685 -0.47 -0.27 -0.27
H -5.0099 -1.9804 2.3683 -0.02 0.46 0.08
H -5.3902 -3.2857 1.3731 -0.49 -0.39 0.04
C -1.9197 2.2752 3.0242 2.20 0.46 -1.29
O -3.1490 1.9500 3.5582 -2.53 0.09 1.43
P -3.6559 2.8384 4.7682 -3.86 0.74 0.72
O -2.8291 2.9695 5.9666 0.19 0.15 -0.58
O -4.1592 4.2720 4.1555 1.32 -1.17 0.10
C -4.7466 4.3925 2.8408 -0.69 0.28 0.76
O -5.1833 2.2084 5.1339 2.05 -0.20 -1.19
C -6.0993 2.9232 5.9896 1.59 -0.61 0.28
H -1.3094 1.3721 3.0134 0.21 0.28 0.08
H -1.4251 3.1090 3.5224 0.18 -0.27 0.52
H -1.9964 2.6396 1.9998 -0.40 -0.31 -0.26
H -5.4290 3.5789 2.5951 0.40 -0.47 0.01
H -4.0008 4.5618 2.0641 -0.13 -0.07 0.13
H -5.4256 5.2348 2.9733 0.30 0.33 -0.44
H -6.8909 3.3624 5.3824 0.12 0.22 0.28
H -5.4965 3.5875 6.6088 -0.43 0.72 -0.25
H -6.4611 2.2017 6.7222 -0.45 -0.17 -0.32
C -2.4894 -7.7056 -4.9740 -3.30 -1.78 1.13
O -1.4360 -6.9989 -5.4432 2.58 1.74 -0.42
P -0.3724 -6.4166 -4.4177 0.63 2.23 2.28
O -0.8767 -5.7934 -3.1133 0.47 -1.67 -3.48
O 0.6261 -7.6620 -4.1600 -1.58 1.80 -1.99
C 1.4087 -7.8251 -3.0045 0.46 -0.06 0.96
O 0.4581 -5.3029 -5.2924 -0.54 -3.88 1.11
C 0.0122 -4.0986 -5.7815 -0.26 3.48 -0.67
H -3.0755 -8.1227 -5.7929 0.45 -0.09 -0.29
H -3.2354 -7.1218 -4.4346 0.28 0.56 0.15
H -2.2398 -8.5194 -4.2932 0.42 -0.13 -0.10
H 0.8061 -8.3914 -2.2943 0.38 -0.22 0.10
H 1.7127 -6.9031 -2.5089 -0.18 0.27 -0.22
H 2.3114 -8.3375 -3.3374 -0.14 -0.22 0.28
H 0.4498 -3.8622 -6.7513 0.27 -0.61 -0.08
H 0.3383 -3.2708 -5.1519 0.29 -0.21 0.37
H -1.0368 -3.8317 -5.9094 -0.53 -1.24 0.28
C -2.6610 5.1381 -2.4400 -0.47 -0.62 0.30
C -3.2668 4.2305 -1.3457 1.06 0.86 0.73
O -3.9622 5.0021 -0.3758 -1.66 0.21 -0.05
O -1.9560 6.2336 -1.8840 0.56 -0.10 0.32
H -3.4218 5.5432 -3.1072 -0.29 -0.28 -0.06
H -1.9733 4.5307 -3.0285 0.15 0.23 -0.01
H -2.5106 3.7738 -0.7072 0.73 -0.48 -0.84
H -3.8960 3.4336 -1.7423 -0.26 0.32 -0.05
H -3.4867 5.8116 -0.1753 0.37 -0.18 -0.11
H -2.5720 6.9102 -1.5935 -0.11 0.02 -0.23
C -3.7788 -2.5731 -3.2061 -0.07 0.83 -0.93
C -3.0772 -1.2266 -3.5839 1.40 -1.82 2.12
O -1.6381 -1.4206 -3.6130 -0.82 -0.47 -0.87
O -3.8010 -3.4492 -4.3091 0.05 -0.57 -0.30
H -4.8091 -2.3966 -2.8973 -0.15 0.21 -0.21
H -3.3141 -3.0986 -2.3718 0.45 0.49 0.24
H -3.2752 -0.6883 -2.6570 -0.37 1.21 -0.54
H -3.3312 -0.8246 -4.5647 -0.70 0.13 0.42
H -1.2052 -0.9245 -2.9144 -0.11 0.02 0.14
H -2.9049 -3.7933 -4.3226 0.15 -0.26 -0.31
C -0.8598 -4.5997 -0.3273 1.72 -0.53 0.46
C -0.7763 -4.2384 1.2079 -2.16 0.58 -1.60
O -1.8233 -4.9891 1.8929 0.99 0.40 0.26
O -0.1464 -5.7958 -0.6460 0.36 -0.20 1.72
H -0.4301 -3.7989 -0.9292 0.04 0.42 0.15
H -1.8966 -4.7054 -0.6467 -0.27 0.12 0.50
H -1.0796 -3.1915 1.2026 -0.53 0.17 0.04
H 0.1284 -4.1200 1.8042 0.54 -1.11 -0.56
H -1.3718 -5.5566 2.5220 -0.13 -0.20 -0.05
H -0.2574 -6.0450 -1.5664 -0.47 0.51 -0.27
C 1.8599 6.0051 -4.5625 1.20 0.24 2.88
C 2.0495 4.9849 -3.3439 -0.78 0.30 -0.77
O 2.7171 5.5848 -2.2301 0.30 -0.06 -0.90
O 1.1157 7.1528 -4.1544 -0.98 -0.20 -0.51
H 1.4339 5.6363 -5.4957 0.03 -0.10 0.35
H 2.8852 6.3636 -4.6535 0.27 -0.24 -0.91
H 2.6619 4.1392 -3.6568 0.29 0.12 -0.18
H 1.1320 4.5158 -2.9884 -0.36 0.37 -0.16
H 2.3518 6.4489 -2.0265 -0.21 -0.09 0.11
H 1.4973 7.6017 -3.3965 0.27 -0.19 -0.12
C 4.3883 -4.2716 -5.0804 1.62 0.08 0.23
C 3.9149 -4.8034 -3.7147 -0.52 1.21 -1.58
O 2.5467 -4.4552 -3.5319 0.58 0.03 0.89
O 3.7430 -4.8206 -6.1850 -0.99 -1.18 -0.48
H 5.4552 -4.4921 -5.1159 0.44 -0.39 -0.02
H 4.3886 -3.1936 -5.2417 -0.54 0.39 1.05
H 4.5802 -4.2894 -3.0210 -0.45 0.07 0.49
H 4.0508 -5.8767 -3.5822 0.20 -0.14 -0.30
H 2.0472 -4.9582 -4.1793 -0.22 0.08 -0.29
H 4.2217 -4.6025 -6.9881 -0.01 0.08 0.10
C 4.3774 2.2640 -0.9427 0.30 0.02 -0.47
C 5.6100 1.4395 -0.4270 -0.51 1.83 -0.05
O 6.4743 2.3970 0.2242 -0.21 -1.03 0.01
O 4.7507 3.4554 -1.6469 1.41 -0.78 -0.36
H 3.7470 2.6248 -0.1300 0.15 -0.64 0.40
H 3.8115 1.5920 -1.5879 -0.21 -0.05 -0.01
H 6.1712 0.8655 -1.1643 -0.03 0.48 -0.79
H 5.2585 0.6263 0.2082 -0.35 0.45 0.60
H 6.9774 1.9093 0.8805 0.15 0.07 0.09
H 4.0318 3.9407 -2.0582 -0.35 -0.32 0.57
C 2.5126 -0.4430 -3.9507 -0.34 -0.98 0.00
Cl 1.9155 -0.8163 -5.6135 -0.05 0.39 0.55
Cl 4.2724 -0.1399 -4.0386 -0.76 0.13 0.38
H 1.8975 0.3003 -3.4435 0.53 0.71 -0.63
H 2.2939 -1.3264 -3.3509 0.56 -0.26 -0.27
C -0.0267 2.9979 -5.8506 0.37 -1.04 -1.46
Cl -0.2688 2.5193 -4.2179 0.18 -0.29 0.95
Cl -1.5452 3.5805 -6.5483 0.11 0.63 -0.16
H 0.8542 3.6231 -5.9965 -0.60 0.64 0.33
H 0.2086 2.1253 -6.4599 -0.10 -0.22 0.35
C 3.8563 -2.8578 0.0570 -0.72 -0.69 0.91
Cl 5.3661 -1.9716 -0.2174 -0.70 -0.37 -0.29
Cl 4.1709 -4.3809 0.9620 0.11 0.08 -0.08
H 3.1647 -2.3136 0.7002 0.48 0.38 -0.18
H 3.2640 -3.1802 -0.7993 0.72 0.40 -0.48
C -2.9283 -2.3846 4.6635 0.63 -0.99 1.30
Cl -3.3860 -1.4967 6.1091 -0.71 0.47 0.57
Cl -2.0289 -1.3575 3.6103 0.07 0.26 -1.07
H -2.2212 -3.1023 5.0796 -0.18 -0.24 -0.51
H -3.7955 -2.9112 4.2650 0.21 0.47 -0.39
```
Forces are in eV/Å.

4.
The following is a DFT calculation (ωB97M-V/def2-TZVPD) of C4H6S2 in the gas phase in a non-equilibrium geometry.

Its electronic energy is -952.3275 a.u. The LUMO energy comes out at -1.459 eV. Its net charge is 0. The energy above the lowest of the compared OMol25 structures with the same formula, charge and spin is 110.0 kJ/mol. As for the SMILES: CCC(=S)C=S. As for the orbital gap: 0.2740 Ha.

The geometry in XYZ format:
```
12
Properties=species:S:1:pos:R:3:forces:R:3
C -0.5746 -1.1124 -0.7477 -0.37 0.51 0.49
C -0.0795 0.3547 -0.8383 -1.76 0.53 -0.22
C 0.0223 1.1140 0.4557 0.08 -1.09 -0.46
C 0.7237 0.3177 1.4347 1.35 -0.01 1.93
H -1.6573 -1.1167 -0.6307 -0.06 -0.09 -0.04
H -0.1651 -1.7243 0.0535 0.21 0.27 0.08
H -0.3249 -1.6086 -1.6656 0.01 -0.23 -0.54
H -0.8450 0.9218 -1.4107 0.92 -0.35 -0.32
H 0.9014 0.3311 -1.2841 0.35 0.38 -0.35
H 0.3199 0.3337 2.4370 -0.46 0.01 0.19
S -0.4927 2.5762 0.8898 -0.14 0.02 -0.34
S 2.1718 -0.3872 1.3064 -0.13 0.04 -0.43
```
Forces are in eV/Å.

5.
The following is a DFT calculation (ωB97M-V/def2-TZVPD) of 2 unconnected molecules or ions with the total composition C7H9BO3 in a non-equilibrium geometry.

Its electronic energy is -522.6933 a.u. The LUMO energy comes out at 0.514 eV. Its net charge is 0. The energy above the lowest of the compared OMol25 structures with the same formula, charge and spin is 332.3 kJ/mol. As for the SMILES: OB1C=CCO1.C=CC=C=O. As for the orbital gap: 0.3219 Ha.

The geometry in XYZ format:
```
20
Properties=species:S:1:pos:R:3:forces:R:3
B 1.4778 0.5314 -1.1253 0.11 -0.82 0.10
C -1.8199 1.0182 0.2514 -1.25 -0.86 -0.55
C -1.8862 1.0596 1.6914 0.12 -1.07 0.43
C 1.1311 -0.4270 -0.0066 -1.50 -0.44 2.95
C -2.5437 0.2083 -0.4759 -1.72 -1.91 -0.97
C -2.7229 0.4025 2.5097 0.57 -0.47 -1.64
C 2.8047 -1.2991 -1.3376 -0.58 -1.86 -2.16
C 1.9245 -1.4935 -0.1489 -0.05 1.57 -1.14
O 2.4683 -0.0441 -1.8885 0.52 0.92 -0.19
O 0.8344 1.6805 -1.3887 0.14 0.91 -1.01
O -3.2005 -0.5541 -1.0847 1.11 1.29 0.85
H -1.2533 1.6501 -0.3685 1.05 0.92 -0.21
H -0.9493 1.4620 1.9968 0.02 1.35 1.22
H -3.2919 -0.4592 2.2429 -1.04 -0.01 -1.39
H -2.8320 0.4194 3.5343 0.95 0.84 2.29
H 3.8813 -1.4471 -1.1879 -0.17 0.46 0.21
H 2.5360 -2.0491 -2.1880 0.40 0.80 1.51
H 1.9406 -2.3923 0.3707 0.01 -1.39 1.11
H 1.1450 2.0296 -2.2372 -0.15 0.23 0.21
H 0.3561 -0.2958 0.8406 1.45 -0.46 -1.60
```
Forces are in eV/Å.